[1]
C20H43BrO10S | ωB97M-V with the def2-TZVPD basis set

Properties
* E_HOMO: -9.46 eV
* E: -4512.29568 hartree
* E_LUMO: 0.37 eV
* gap between HOMO and LUMO: 9.83 eV

CARTESIAN COORDINATES (ANGSTROEM)
C1 1.158 -3.590 -0.848
C2 1.467 -2.405 -1.734
O1 0.245 -1.667 -1.907
C3 0.104 -0.686 -2.797
Br1 1.828 0.203 -3.300
O2 -0.436 -1.164 -4.054
S1 -1.143 0.052 -4.836
O3 -0.313 0.474 -5.906
O4 -2.501 -0.317 -5.035
O5 -1.037 1.112 -3.645
C4 -0.956 0.337 -2.417
C5 -0.851 1.149 -1.139
C6 -0.018 2.451 -1.127
C7 1.102 2.476 -0.066
C8 2.025 3.709 -0.152
C9 3.531 3.496 0.075
C10 4.239 2.451 -0.783
C11 4.821 2.985 -2.118
O6 4.562 4.355 -2.342
C12 5.655 5.203 -2.086
H1 2.089 -4.137 -0.684
H2 0.470 -4.282 -1.333
H3 0.766 -3.282 0.119
H4 2.195 -1.747 -1.255
H5 1.857 -2.728 -2.699
H6 -1.902 -0.216 -2.398
H7 -0.473 0.463 -0.374
H8 -1.877 1.382 -0.849
H9 0.354 2.716 -2.119
H10 -0.710 3.251 -0.849
H11 0.582 2.522 0.897
H12 1.654 1.531 -0.059
H13 1.717 4.395 0.644
H14 1.843 4.256 -1.082
H15 3.669 3.226 1.127
H16 4.015 4.464 -0.054
H17 5.064 2.036 -0.197
H18 3.583 1.615 -1.005
H19 4.394 2.441 -2.965
H20 5.900 2.799 -2.150
H21 6.372 5.192 -2.914
H22 6.184 4.922 -1.167
H23 5.272 6.216 -1.962
C13 -4.724 3.805 3.427
O7 -5.639 4.195 2.422
C14 -5.020 4.702 1.252
C15 -4.976 3.675 0.144
O8 -4.144 2.574 0.474
C16 -4.860 1.428 0.898
H24 -5.290 3.269 4.188
H25 -3.945 3.149 3.031
H26 -4.253 4.680 3.890
H27 -4.007 5.052 1.475
H28 -5.608 5.561 0.913
H29 -4.562 4.143 -0.755
H30 -5.989 3.332 -0.089
H31 -5.372 0.952 0.055
H32 -5.595 1.676 1.668
H33 -4.136 0.728 1.310
C17 -1.205 -8.388 2.685
O9 -0.307 -8.016 3.712
C18 1.036 -7.890 3.279
C19 1.430 -6.445 3.069
O10 0.710 -5.847 2.002
C20 -0.366 -5.034 2.427
H34 -2.213 -8.275 3.081
H35 -1.094 -7.754 1.801
H36 -1.057 -9.434 2.394
H37 1.197 -8.456 2.356
H38 1.676 -8.319 4.056
H39 2.493 -6.401 2.814
H40 1.279 -5.881 3.995
H41 0.004 -4.101 2.869
H42 -1.002 -5.543 3.155
H43 -0.959 -4.794 1.546


[2]
C2H6NS | ωB97M-V with the def2-TZVPD basis set

Properties
* E_HOMO (alpha / beta): -14.03 / -14.03 eV
* E: -532.30453 hartree
* energy above the lowest of the compared OMol25 structures with the same formula, charge and spin: 3.971 eV
* E_LUMO (alpha / beta): -6.57 / -6.57 eV
* total charge: +1
* gap between HOMO and LUMO (alpha / beta): 7.46 / 7.46 eV

CARTESIAN COORDINATES (ANGSTROEM)
C1 0.667 -0.475 0.895
C2 0.371 -0.151 -0.486
N1 -0.621 -0.825 0.280
S1 -0.857 2.243 -0.679
H1 1.534 -1.100 1.033
H2 0.610 0.271 1.641
H3 1.023 -0.522 -1.346
H4 -0.905 -1.718 -0.125
H5 -1.338 -0.315 0.632
H6 -0.485 2.593 -1.845


[3]
C4H7NO2 | ωB97M-V with the def2-TZVPD basis set

Properties
* E_HOMO: -9.83 eV
* E: -361.80871 hartree
* energy above the lowest of the compared OMol25 structures with the same formula, charge and spin: 1.963 eV
* SMILES string: C[C@@H]1C(=O)N[C@H]1O
* E_LUMO: 0.71 eV
* gap between HOMO and LUMO: 10.54 eV

CARTESIAN COORDINATES (ANGSTROEM)
C1 0.433 1.732 -0.102
C2 -0.037 0.372 -0.585
C3 -1.387 -0.137 -0.065
O1 -2.552 0.083 -0.152
N1 -0.762 -1.222 0.532
C4 0.557 -0.776 0.212
O2 1.318 -1.738 -0.557
H1 -0.065 2.012 0.879
H2 0.053 2.602 -0.729
H3 1.472 1.973 -0.078
H4 -0.259 0.127 -1.647
H5 -1.150 -1.835 1.360
H6 1.126 -0.613 1.027
H7 1.251 -2.580 -0.093


[4]
C4H7NO2 | ωB97M-V with the def2-TZVPD basis set

Properties
* E_HOMO: -10.28 eV
* E: -361.86587 hartree
* energy above the lowest of the compared OMol25 structures with the same formula, charge and spin: 0.408 eV
* SMILES string: C[C@H]1CNC(=O)O1
* E_LUMO: 0.72 eV
* gap between HOMO and LUMO: 11.01 eV

CARTESIAN COORDINATES (ANGSTROEM)
C1 1.302 0.660 -0.925
C2 0.549 -0.493 -0.292
C3 0.088 -0.236 1.162
N1 -1.321 0.086 1.006
C4 -1.680 -0.036 -0.351
O1 -2.725 0.285 -0.838
O2 -0.668 -0.624 -1.038
H1 0.661 1.550 -0.922
H2 1.529 0.412 -1.965
H3 2.228 0.885 -0.391
H4 1.103 -1.432 -0.372
H5 0.636 0.602 1.611
H6 0.220 -1.108 1.810
H7 -1.922 -0.551 1.504


[5]
C2H4NO2S | ωB97M-V with the def2-TZVPD basis set

Properties
* E_HOMO (alpha / beta): -2.53 / -2.53 eV
* E: -681.99105 hartree
* energy above the lowest of the compared OMol25 structures with the same formula, charge and spin: 2.641 eV
* E_LUMO (alpha / beta): 3.95 / 3.95 eV
* total charge: -1
* gap between HOMO and LUMO (alpha / beta): 6.48 / 6.48 eV

CARTESIAN COORDINATES (ANGSTROEM)
C1 0.285 0.187 -0.057
C2 -2.035 -0.052 -0.320
N1 -0.674 0.025 -0.845
O1 3.153 -1.303 0.475
O2 3.390 1.144 0.498
S1 2.935 -0.040 -0.248
H1 0.138 0.286 1.043
H2 -2.151 -0.936 0.324
H3 -2.740 -0.137 -1.151
H4 -2.302 0.827 0.280


[6]
C14H25Cl3O2Ru | ωB97M-V with the def2-TZVPD basis set

Properties
* E_HOMO (alpha / beta): -0.73 / -0.95 eV
* <S²>: 6.033
* E: -2174.38177 hartree
* E_LUMO (alpha / beta): 5.13 / 5.06 eV
* multiplicity: 5
* total charge: -2
* gap between HOMO and LUMO (alpha / beta): 5.86 / 6.01 eV

CARTESIAN COORDINATES (ANGSTROEM)
C1 0.168 -0.752 -2.095
C2 0.045 0.664 -2.410
C3 -1.286 1.062 -2.122
C4 1.058 1.461 -3.126
C5 -2.000 -0.054 -1.604
C6 -1.151 -1.179 -1.616
C7 -1.577 -2.579 -1.381
C8 1.221 -1.649 -2.626
C9 -1.831 2.429 -2.317
C10 -3.399 -0.054 -1.111
Ru1 0.532 -0.121 -0.084
Cl1 2.797 3.929 -0.791
Cl2 2.651 0.561 -0.187
Cl3 -0.282 1.920 0.628
H1 2.004 0.910 -3.190
H2 1.273 2.404 -2.593
H3 0.718 1.694 -4.149
H4 -1.038 3.176 -2.167
H5 -2.648 2.631 -1.611
H6 -2.232 2.565 -3.332
H7 -3.569 0.817 -0.453
H8 -3.597 -0.969 -0.532
H9 -4.148 -0.011 -1.919
H10 -2.299 -2.609 -0.552
H11 -0.711 -3.192 -1.101
H12 -2.072 -3.036 -2.255
H13 2.198 -1.165 -2.516
H14 1.050 -1.873 -3.692
H15 1.236 -2.587 -2.061
O1 0.672 -2.006 0.376
H16 0.337 -1.871 1.270
C11 2.368 -0.596 3.205
C12 0.953 -0.060 3.280
C13 0.114 -0.867 4.284
C14 1.074 1.397 3.746
O2 0.208 -0.234 2.109
H17 2.816 -0.633 4.196
H18 2.975 0.039 2.560
H19 2.351 -1.596 2.787
H20 0.532 -0.861 5.296
H21 -0.917 -0.480 4.304
H22 0.055 -1.905 3.929
H23 1.728 1.980 3.085
H24 0.105 1.910 3.777
H25 1.514 1.388 4.756


[7]
C6H10O | ωB97M-V with the def2-TZVPD basis set

Properties
* E_HOMO: -9.33 eV
* E: -309.78830 hartree
* energy above the lowest of the compared OMol25 structures with the same formula, charge and spin: 1.471 eV
* SMILES string: C[C@H]1O[C@H]2CC[C@H]21
* E_LUMO: 1.10 eV
* gap between HOMO and LUMO: 10.42 eV

CARTESIAN COORDINATES (ANGSTROEM)
C1 -1.629 -0.200 1.144
C2 -1.227 0.225 -0.252
O1 -0.601 1.525 -0.249
C3 0.583 1.006 -0.843
C4 1.593 0.457 0.192
C5 1.151 -0.981 -0.158
C6 -0.028 -0.433 -0.973
H1 -0.774 -0.598 1.702
H2 -1.997 0.687 1.671
H3 -2.424 -0.951 1.121
H4 -2.104 0.249 -0.915
H5 0.977 1.690 -1.602
H6 1.321 0.776 1.204
H7 2.645 0.687 0.008
H8 1.861 -1.442 -0.854
H9 0.964 -1.685 0.659
H10 -0.311 -1.012 -1.854


[8]
C25H41F4IN4O6PdS2 | ωB97M-V with the def2-TZVPD basis set

Properties
* E_HOMO: -13.84 eV
* E: -3268.15338 hartree
* E_LUMO: -11.72 eV
* total charge: +2
* gap between HOMO and LUMO: 2.12 eV

CARTESIAN COORDINATES (ANGSTROEM)
C1 0.133 -4.352 -2.327
C2 -0.626 -3.482 -1.309
C3 0.195 -2.286 -0.761
I1 1.093 -3.053 1.039
C4 -0.637 -0.994 -0.571
C5 -1.903 -1.419 0.283
C6 -2.360 -0.536 1.434
C7 -3.635 -0.988 2.116
O1 -4.178 -0.324 2.926
O2 -4.076 -2.202 1.711
C8 0.102 0.274 0.072
C9 1.155 0.947 -0.827
C10 2.564 0.435 -0.851
N1 2.897 -0.736 -0.513
O3 0.629 0.003 1.357
C11 0.766 1.026 2.335
S1 2.291 2.032 1.915
C12 -0.471 1.915 2.548
C13 -0.275 3.287 3.204
C14 -0.095 4.423 2.200
O4 -1.351 4.733 1.633
C15 -1.512 4.519 0.249
C16 1.066 0.288 3.637
C17 2.240 -0.699 3.508
S2 3.669 -0.171 4.454
C18 4.940 -0.168 3.335
N2 6.172 0.204 3.627
N3 6.876 0.097 2.482
C19 6.054 -0.351 1.578
O5 4.805 -0.539 2.047
N4 -1.090 -0.496 -1.877
C20 -0.715 -0.978 -3.195
C21 0.769 -0.873 -3.634
C22 1.232 -1.968 -4.601
F1 1.457 -1.401 -5.845
C23 -2.158 0.476 -1.908
C24 -3.497 -0.075 -2.528
O6 -3.620 0.219 -3.885
C25 -4.672 0.534 -1.754
F2 -4.548 1.873 -1.751
F3 -4.666 0.130 -0.477
F4 -5.828 0.223 -2.284
H1 0.248 -5.370 -1.958
H2 1.120 -3.953 -2.562
H3 -0.428 -4.440 -3.259
H4 -1.582 -3.134 -1.707
H5 -0.908 -4.134 -0.479
H6 1.073 -2.127 -1.377
H7 -1.694 -2.395 0.722
H8 -2.733 -1.609 -0.396
H9 -2.496 0.514 1.186
H10 -1.610 -0.594 2.226
H11 -4.400 -2.706 2.474
H12 -0.669 1.038 0.172
H13 0.782 1.045 -1.849
H14 1.230 1.984 -0.478
H15 3.301 1.163 -1.198
H16 3.910 -0.896 -0.585
H17 2.554 2.462 3.154
H18 -1.151 1.334 3.176
H19 -1.009 2.092 1.616
H20 -1.213 3.508 3.720
H21 0.502 3.292 3.973
H22 0.622 4.167 1.410
H23 0.297 5.308 2.707
H24 -2.529 4.164 0.068
H25 -0.806 3.764 -0.129
H26 -1.368 5.446 -0.313
H27 0.177 -0.268 3.938
H28 1.250 1.036 4.411
H29 1.947 -1.667 3.931
H30 2.543 -0.853 2.475
H31 6.284 -0.557 0.516
H32 -1.073 -2.001 -3.377
H33 -1.292 -0.371 -3.892
H34 0.883 0.052 -4.209
H35 1.449 -0.794 -2.794
H36 2.168 -2.426 -4.278
H37 0.484 -2.750 -4.737
H38 -2.353 0.903 -0.929
H39 -1.864 1.306 -2.562
H40 -3.539 -1.161 -2.443
H41 -3.558 1.173 -4.036
Pd1 6.255 -1.091 -1.118